(1)
Molecular formula: C15H19ClIrO
Method: DFT, ωB97M-V/def2-TZVPD

Cartesian coordinates (Å):
C (0.436, 2.945, -2.202)
C (-0.551, 2.920, -3.374)
C (0.160, 4.172, -1.326)
C (1.869, 3.004, -2.740)
Cl (0.239, 1.411, -1.192)
H (0.280, 5.099, -1.900)
H (0.864, 4.202, -0.488)
H (-0.868, 4.142, -0.948)
H (-0.446, 3.819, -3.994)
H (-1.580, 2.887, -3.001)
H (-0.357, 2.049, -4.009)
H (2.026, 3.904, -3.347)
H (2.066, 2.132, -3.373)
H (2.581, 3.028, -1.908)
C (-2.251, -2.502, 1.938)
C (-2.291, -1.149, 2.439)
C (-1.893, -0.282, 1.415)
H (-2.538, -0.862, 3.466)
C (-1.765, -1.032, 0.178)
C (-2.086, -2.415, 0.479)
H (-2.362, -3.189, -0.213)
H (-2.565, -3.410, 2.456)
H (-1.772, 0.802, 1.492)
H (-1.511, -0.634, -0.806)
C (1.857, -2.818, 1.074)
C (1.545, -2.909, 2.494)
C (1.376, -1.568, 2.969)
H (1.477, -3.829, 3.070)
C (1.351, -0.685, 1.861)
C (1.689, -1.430, 0.668)
H (1.778, -1.014, -0.339)
H (2.161, -3.652, 0.460)
H (1.213, -1.274, 3.999)
H (1.100, 0.375, 1.890)
Ir (-0.194, -2.430, 1.232)
O (-0.606, -5.470, 0.703)
C (-0.431, -4.337, 0.878)

As for the relative energy (zero: lowest compared OMol25 entry of this formula, charge and spin): 86.76 kJ/mol. The LUMO energy (spin up / spin down) is -6.25 / -13.20 eV. The gap between HOMO and LUMO (spin up / spin down) comes out at 5.89 / 2.79 eV. The total energy is -33246.369 eV. Its total charge is +2. Its spin multiplicity is 6. Its highest occupied orbital energy (spin up / spin down) is -12.14 / -15.99 eV.

(2)
Molecular formula: C15H19ClN2O2
Method: DFT, ωB97M-V/def2-TZVPD

Cartesian coordinates (Å):
O (-0.932, -0.203, -1.404)
C (0.026, 0.412, -0.973)
N (0.035, 0.981, 0.261)
H (0.889, 1.387, 0.611)
C (-1.042, 0.790, 1.199)
H (-1.907, 0.472, 0.614)
C (-0.688, -0.291, 2.244)
N (-1.723, -0.634, 3.189)
C (-2.902, -1.255, 2.612)
C (-3.745, -1.823, 3.755)
H (-4.673, -2.255, 3.377)
O (-4.121, -0.813, 4.663)
C (-2.985, -0.174, 5.194)
C (-2.121, 0.434, 4.086)
H (-1.229, 0.886, 4.524)
H (-2.707, 1.215, 3.572)
H (-3.355, 0.600, 5.868)
H (-2.380, -0.898, 5.761)
H (-3.166, -2.598, 4.280)
H (-2.591, -2.061, 1.945)
H (-3.516, -0.537, 2.045)
H (0.184, 0.039, 2.819)
H (-0.416, -1.205, 1.708)
H (-1.261, 1.742, 1.693)
C (1.269, 0.636, -1.743)
C (1.400, 0.105, -2.960)
C (2.522, 0.237, -3.877)
C (2.242, 0.265, -5.248)
C (3.237, 0.418, -6.191)
C (4.558, 0.525, -5.787)
C (4.870, 0.470, -4.441)
C (3.864, 0.331, -3.499)
Cl (4.346, 0.204, -1.842)
H (5.896, 0.532, -4.113)
H (5.346, 0.641, -6.515)
H (2.986, 0.447, -7.240)
H (1.211, 0.181, -5.560)
H (0.550, -0.452, -3.339)
H (2.031, 1.251, -1.289)

As for the relative energy (zero: lowest compared OMol25 entry of this formula, charge and spin): 28.57 kJ/mol. The LUMO energy is 0.16 eV. The gap between HOMO and LUMO comes out at 8.58 eV. The total energy is -35460.591 eV. Its highest occupied orbital energy is -8.42 eV. As for the SMILES: O=C(/C=C/c1ccccc1Cl)NCCN1CCOCC1.